83
Properties=species:S:1:pos:R:3:lowdin_charge:R:1 method="wB97M-V/def2-TZVPD" total_energy_ev=-127910.184 smiles="CC[C@@H](Cl)c1cc(CCN)c(P(O)Cl)c2c1C(=O)C(Cl)=CC2=O.O=S1(=O)CCCC1.O=S1(=O)CCCC1.O=S1(=O)CCCC1" orbital_gap_ev=7.19 lumo_energy_ev=-1.26 e_homo_ev=-8.4563
C 0.33 4.12 -1.12 -0.107
C 0.62 2.81 -1.85 -0.258
C -0.56 2.31 -2.73 -0.578
Cl -0.14 2.32 -4.50 0.634
C -1.09 0.93 -2.31 -0.161
C -2.44 0.85 -2.09 0.026
C -3.04 -0.33 -1.71 -0.189
C -4.54 -0.32 -1.53 -0.142
C -5.04 0.80 -0.57 -0.263
N -5.93 0.28 0.45 0.005
C -2.25 -1.47 -1.51 -0.247
P -3.01 -3.08 -0.98 0.695
O -4.30 -3.34 -2.00 -0.338
Cl -3.77 -2.77 0.99 0.174
C -0.87 -1.38 -1.73 -0.085
C -0.27 -0.19 -2.15 -0.032
C 1.22 -0.17 -2.40 -0.327
O 1.78 0.54 -3.20 0.060
C 2.07 -1.16 -1.63 -0.551
Cl 3.75 -0.82 -1.34 0.750
C 1.49 -2.28 -1.23 -0.007
C 0.04 -2.58 -1.51 -0.321
O -0.31 -3.74 -1.51 0.058
H -0.64 4.07 -0.61 0.078
H 1.10 4.30 -0.37 0.048
H 0.40 4.95 -1.83 0.082
H 1.49 2.88 -2.51 0.094
H 0.86 2.04 -1.11 0.100
H -1.41 2.99 -2.66 0.089
H -3.01 1.77 -2.23 0.139
H -4.92 -1.27 -1.16 0.051
H -4.98 -0.19 -2.52 0.132
H -5.63 1.50 -1.19 0.107
H -4.21 1.40 -0.18 0.099
H -5.77 -0.70 0.65 0.019
H -5.93 0.84 1.29 0.032
H -4.96 -3.80 -1.45 0.045
H 2.09 -3.01 -0.69 0.129
O 7.56 -3.64 -2.67 -0.319
S 6.38 -4.41 -2.98 0.659
O 5.82 -5.36 -2.06 -0.326
C 5.10 -3.28 -3.51 -0.252
C 5.31 -3.15 -5.02 -0.218
C 5.59 -4.57 -5.53 -0.216
C 6.62 -5.20 -4.58 -0.222
H 5.19 -2.34 -2.98 0.049
H 4.14 -3.74 -3.29 0.106
H 4.44 -2.71 -5.51 0.117
H 6.17 -2.51 -5.22 0.121
H 4.67 -5.15 -5.51 0.117
H 5.96 -4.56 -6.55 0.113
H 6.47 -6.27 -4.47 0.102
H 7.64 -5.00 -4.90 0.103
O 0.40 1.21 2.98 -0.320
S 1.08 2.43 2.61 0.674
O 0.69 3.20 1.46 -0.328
C 1.15 3.50 4.04 -0.226
C 2.43 3.10 4.76 -0.218
C 3.49 2.92 3.66 -0.211
C 2.85 2.10 2.54 -0.214
H 0.26 3.36 4.64 0.101
H 1.20 4.53 3.68 0.111
H 2.73 3.85 5.49 0.116
H 2.29 2.15 5.28 0.120
H 3.78 3.90 3.27 0.118
H 4.39 2.44 4.03 0.116
H 3.22 2.38 1.55 0.104
H 2.99 1.03 2.69 0.106
O -4.01 2.12 2.44 -0.318
S -4.41 1.94 3.81 0.666
O -5.26 2.89 4.48 -0.321
C -5.10 0.30 3.99 -0.226
C -3.90 -0.58 4.32 -0.222
C -3.06 0.21 5.34 -0.207
C -2.94 1.65 4.81 -0.217
H -5.60 0.01 3.08 0.079
H -5.80 0.32 4.82 0.111
H -4.21 -1.55 4.72 0.117
H -3.30 -0.76 3.42 0.099
H -3.57 0.22 6.30 0.116
H -2.08 -0.23 5.49 0.115
H -2.91 2.38 5.61 0.102
H -2.07 1.76 4.16 0.083